4 unconnected molecules or ions with the total composition C3H13O5 in a non-equilibrium geometry, computed with wB97M-V/def2-TZVPD.

Cartesian coordinates (Å):
C 1.5844 0.9545 0.7823
O 1.6771 0.8518 -0.5811
C 0.3653 1.7274 1.2513
C -1.0460 1.0478 0.9764
O -0.8902 -0.3459 1.3173
H 1.6452 -0.1704 1.2102
H 2.5679 1.5616 0.9568
H 0.3148 2.6126 0.5068
H 0.4558 2.2751 2.2092
H -1.8866 1.2997 1.6463
H -1.4039 1.2396 -0.0203
H -0.1603 -0.6601 0.6137
H 0.9801 -1.9110 -0.6864
H -0.0357 -2.9826 -0.2169
O 0.9308 -2.8016 -0.0484
H -1.4789 -1.0435 -1.8272
H -3.0059 -0.7035 -1.2766
O -2.4874 -1.1686 -1.9425
H 1.0287 0.1502 -1.0915
H 0.6498 -1.0296 -2.3034
O 0.1950 -0.9034 -1.4761

Output
E	-13559.2702	eV
total charge	-1
HOMO level	-0.19923	Ha
LUMO level	0.1403	Ha
ΔE to the lowest compared entry with this formula, charge and spin	27.39	kcal/mol

Atom charges from the natural (NBO) analysis, given in e for atoms 1 to 2: number 1, C, carries -0.071; number 2, O, carries -0.835

2 unconnected molecules or ions with the total composition C7H10N2O3P in a non-equilibrium geometry, computed with wB97M-V/def2-TZVPD.

Cartesian coordinates (Å):
C 2.3282 -0.9281 -1.2853
C 1.3702 -0.0772 -0.9807
C 2.7666 -1.8352 -0.2505
C 1.3517 -0.8671 1.2472
C 0.7491 -0.0011 0.3073
C -0.7955 1.7727 -0.6490
C -0.4462 0.8544 0.5212
N 2.2626 -1.7338 0.9898
N -0.6170 1.4037 1.8000
O -3.3491 0.2265 -0.0486
O -1.9131 -1.3378 -1.4489
O -2.4593 -1.8118 1.1340
P -2.1308 -0.9477 -0.0027
H 2.8692 -1.0507 -2.1317
H 0.9222 0.5862 -1.7909
H 3.5547 -2.5523 -0.5013
H 1.1656 -0.6664 2.3239
H -1.2816 1.2358 -1.4853
H -1.5159 2.5608 -0.3651
H 0.0381 2.2973 -1.0783
H -1.6136 1.4339 2.0905
H -0.2534 0.7968 2.5340
H -3.0030 0.6411 -0.9296

Output
E	-25834.9645	eV
total charge	-1
HOMO level	-0.12451	Ha
LUMO level	0.1307	Ha
ΔE to the lowest compared entry with this formula, charge and spin	31.96	kcal/mol

Atom charges from the natural (NBO) analysis, given in e for atoms 1 to 2: number 1, C, carries -0.260; number 2, C, carries -0.188

2 unconnected molecules or ions with the total composition C2H2Cl2O2 in a non-equilibrium geometry, computed with wB97M-V/def2-TZVPD.

Cartesian coordinates (Å):
O -1.7312 1.9855 -0.2787
C -0.8965 1.5973 -1.0158
Cl 0.7130 2.1561 -0.9897
Cl -1.3061 0.3707 -2.1822
C 0.7718 -1.4931 1.1517
O 1.3351 -0.4633 1.1070
H 0.2469 -1.8509 0.1983
H 0.8670 -2.3023 2.0094

Output
E	-31245.0493	eV
HOMO level	-0.37847	Ha
LUMO level	0.0195	Ha
ΔE to the lowest compared entry with this formula, charge and spin	45.12	kcal/mol
SMILES string	O=C(Cl)Cl.C=O

Atom charges from the natural (NBO) analysis, given in e for atoms 1 to 2: number 1, O, carries -0.477; number 2, C, carries 0.415

C23H20N2O3S in the gas phase in a non-equilibrium geometry, computed with wB97M-V/def2-TZVPD.

Cartesian coordinates (Å):
C 3.6142 3.6422 5.0675
O 2.5628 4.0297 4.1006
C 2.2214 2.8929 3.3524
C 1.3949 3.2382 2.1078
C 1.1502 4.5840 1.7735
C 0.5609 4.9561 0.5723
C 0.1242 3.9257 -0.3254
C -0.5211 4.2464 -1.6609
C 0.2056 5.2777 -2.5715
O -1.5248 3.5653 -2.0028
C 0.2106 2.5819 0.1063
S -0.3353 1.1204 -0.8672
C -0.0163 0.0164 0.5038
C -0.2463 -1.3764 0.3297
O -0.3868 -2.2399 1.2404
N -0.2902 -1.8278 -1.0281
C -0.8103 -3.1308 -1.3162
C -0.2992 -4.3549 -0.7798
C -0.9011 -5.5055 -1.1930
C -1.8172 -5.5323 -2.1904
C -2.5439 -6.7231 -2.6359
C -3.5973 -6.5779 -3.6085
C -3.8982 -5.3090 -4.2097
C -3.1100 -4.2010 -3.7728
C -2.1011 -4.2585 -2.7871
N -1.5996 -3.1227 -2.3687
C 0.6554 0.7332 1.5046
C 1.1849 -0.0393 2.7408
C 0.7619 2.2320 1.3165
H 3.6015 2.6498 5.5325
H 4.5701 3.8001 4.5811
H 3.6297 4.3024 5.8649
H 1.7075 2.2284 3.9828
H 3.1711 2.5409 2.9409
H 1.6616 5.3495 2.3666
H 0.4926 6.0365 0.3160
H 1.1361 4.8577 -2.7823
H -0.4058 5.4686 -3.4645
H 0.5937 6.2759 -2.0270
H -0.5702 -1.0489 -1.6100
H 0.6364 -4.4723 -0.1639
H -0.5375 -6.4074 -0.8102
H -2.2686 -7.6292 -2.1615
H -4.1888 -7.4298 -4.0372
H -4.6079 -5.2848 -4.9645
H -3.2733 -3.2439 -4.1229
H 0.8306 -1.0188 2.7325
H 0.9084 0.3171 3.6418
H 2.2646 -0.1351 2.7867

Output
E	-44131.1714	eV
HOMO level	-0.30565	Ha
LUMO level	-0.0161	Ha
ΔE to the lowest compared entry with this formula, charge and spin	68.23	kcal/mol
SMILES string	COCc1ccc(C(C)=O)c2sc(C(=O)Nc3ccc4ccccc4n3)c(C)c12

Atom charges from the natural (NBO) analysis, given in e for atoms 1 to 2: number 1, C, carries -0.263; number 2, O, carries -0.538

2 unconnected molecules or ions with the total composition C15H18O in a non-equilibrium geometry, computed with wB97M-V/def2-TZVPD.

Cartesian coordinates (Å):
C 2.8806 -3.8753 0.0655
C 1.6802 -3.5934 0.9608
C 1.0660 -2.2152 1.1207
C 0.3297 -2.0032 2.2541
C 0.1877 -0.6491 2.7603
C 0.2946 0.3773 1.8260
O -0.1190 1.6819 2.1384
C 0.6787 0.1057 0.4766
C 1.2501 -1.1007 0.2461
H 2.7779 -3.4394 -0.9631
H 3.2073 -4.8997 0.1045
H 3.6999 -3.6318 0.8135
H 0.8723 -4.1838 0.5424
H 1.8945 -3.8400 1.9802
H -0.0653 -2.8677 2.7497
H -0.1836 -0.5461 3.7354
H -0.5947 2.1576 1.4457
H 0.5990 0.9611 -0.2284
H 1.7359 -1.2005 -0.7433
C -0.8310 0.5169 -2.6071
C -1.1303 1.7293 -1.7296
C -2.1235 1.3937 -0.8376
C -2.6574 2.4652 -0.0756
C -2.2069 3.7905 -0.3353
C -1.0952 4.0824 -1.1970
C -0.4532 2.9523 -1.7768
H -1.8721 0.4970 -3.1392
H -0.7502 -0.5327 -2.3655
H 0.0478 0.5030 -3.3169
H -2.6235 0.4161 -0.7341
H -3.5730 2.2336 0.5126
H -2.7418 4.6013 0.2108
H -0.7314 5.1014 -1.5060
H 0.5500 3.0124 -2.3878

Output
E	-17891.3604	eV
HOMO level	-0.29492	Ha
LUMO level	0.0302	Ha
ΔE to the lowest compared entry with this formula, charge and spin	76.37	kcal/mol
SMILES string	CCc1ccc(O)cc1.Cc1ccccc1

Atom charges from the natural (NBO) analysis, given in e for atoms 1 to 2: number 1, C, carries -0.633; number 2, C, carries -0.418

A molecular structure, C41H53FN6O7Sb2Tl in a non-equilibrium geometry, computed with wB97M-V/def2-TZVPD.

Cartesian coordinates (Å):
Tl -1.1573 0.0888 -0.3222
O 3.1421 -0.8151 0.7428
C 1.8465 -0.8593 0.9459
O 1.0848 -1.5273 0.2730
C 1.3987 -0.0097 2.0853
C 2.2803 0.4011 3.0859
C 1.7838 1.2159 4.0924
C 0.4446 1.5841 4.0655
C -0.3584 1.1103 3.0267
N 0.1208 0.3315 2.0683
C -1.8078 1.4688 2.8570
O -2.4883 1.8249 3.9371
O -2.3565 1.4431 1.7827
H 3.4209 -1.3411 -0.0280
H 3.3148 0.0938 3.0693
H 2.4274 1.5589 4.8897
H 0.0528 2.2513 4.8192
H -1.9927 1.8001 4.7681
C -0.0585 6.1670 -5.0637
C 1.0122 6.1442 -3.9748
N 0.7187 5.1557 -2.9475
C 1.2004 3.9129 -3.0928
C 1.0187 2.8962 -2.1958
C 1.5578 1.5592 -2.5759
O 2.3014 1.4351 -3.5275
O 1.1643 0.5457 -1.8687
C 0.3043 3.1287 -0.9676
O 0.1732 2.3172 -0.0406
C -0.2901 4.4608 -0.8835
C -1.1162 4.7485 0.2018
C -1.7213 5.9688 0.3259
F -2.4766 6.1694 1.4293
C -1.5531 6.9794 -0.6420
C -0.7419 6.6737 -1.7304
C -0.0887 5.4451 -1.8685
N -2.2066 8.2081 -0.6009
C -3.2558 8.4381 0.3808
C -3.9518 9.7707 0.0767
N -3.8474 10.0255 -1.3814
C -2.4375 10.3266 -1.7658
C -1.5047 9.4315 -0.9291
H 0.2065 6.9032 -5.8189
H -1.0374 6.4121 -4.6564
H -0.1257 5.1938 -5.5448
H 1.1213 7.1248 -3.5073
H 1.9717 5.8904 -4.4266
H 1.7759 3.7078 -3.9881
H -1.2696 3.9872 0.9510
H -0.6397 7.4085 -2.5089
H -2.8786 8.4673 1.4096
H -3.9682 7.6137 0.3046
H -3.4877 10.6069 0.6015
H -4.9989 9.7222 0.3765
H -4.4715 10.7839 -1.6797
H -4.1401 9.1651 -1.8612
H -2.2229 11.3795 -1.5739
H -2.3202 10.1399 -2.8353
H -1.2071 9.9471 -0.0072
H -0.5947 9.2244 -1.4877
C 1.4002 -1.0351 -4.7830
Sb 1.8465 -1.3354 -2.6742
C 3.9806 -0.8485 -2.6914
C 0.8605 -4.4463 -2.8831
C 1.4524 -5.2632 -1.9803
C 2.8416 -5.6130 -2.1441
C 3.5121 -6.3213 -1.2110
C 2.8554 -6.7182 -0.0116
C 1.5341 -6.4656 0.1723
C 0.7509 -5.8266 -0.8291
C -0.6328 -5.8241 -0.7414
Sb -1.1604 -3.7224 0.5693
C 0.3905 -3.8470 2.0783
C -2.5354 -4.8929 1.7810
H 1.5001 -1.9915 -5.2886
H 2.0791 -0.3086 -5.2131
H 0.3751 -0.6880 -4.8835
H 4.2894 -0.7003 -3.7188
H 4.5585 -1.6562 -2.2542
H 4.1452 0.0724 -2.1419
H 1.3956 -4.1553 -3.7711
H -0.1647 -4.1244 -2.8035
H 3.3262 -5.2674 -3.0425
H 4.5464 -6.5883 -1.3544
H 3.4210 -7.2512 0.7373
H 1.0282 -6.8141 1.0614
H -1.0924 -6.5142 -0.0522
H -1.2117 -5.6321 -1.6313
H 0.2910 -4.7656 2.6433
H 0.2820 -3.0002 2.7439
H 1.3569 -3.8024 1.5961
H -2.0838 -5.8389 2.0621
H -3.4452 -5.0869 1.2271
H -2.7727 -4.3324 2.6797
N -2.5196 -1.7595 1.5880
C -3.6460 -1.5432 1.7780
N -4.8992 -1.2960 1.9145
C -5.3604 -0.0791 2.5692
C -5.5377 -0.3411 4.0642
C -6.5019 -1.5073 4.2928
C -6.0337 -2.7463 3.5243
C -5.8354 -2.4093 2.0438
H -6.3160 0.1889 2.1103
H -4.6451 0.7223 2.3862
H -5.9122 0.5617 4.5443
H -4.5627 -0.5795 4.4975
H -7.5026 -1.2251 3.9575
H -6.5548 -1.7405 5.3581
H -6.7618 -3.5527 3.6256
H -5.0857 -3.1030 3.9390
H -6.7815 -2.0882 1.5971
H -5.4515 -3.2673 1.4885

Output
E	-87114.4786	eV
total charge	+3
HOMO level	-0.49932	Ha
LUMO level	-0.2700	Ha
ΔE to the lowest compared entry with this formula, charge and spin	23.16	kcal/mol

Atom charges from the Mulliken analysis, given in e for atoms 1 to 2: number 1, Tl, carries 0.861; number 2, O, carries -0.519